{"formula": "C4H6Cl2N2O2", "method": "ωB97M-V with the def2-TZVPD basis set", "total_energy_ev": -36361.072, "elements": ["C", "C", "C", "C", "N", "N", "O", "O", "Cl", "Cl", "H", "H", "H", "H", "H", "H"], "coordinates": [[-1.5380, -1.8304, -1.5779], [-0.3163, 0.4314, -0.9669], [0.9700, -0.6823, 0.7178], [-0.4779, -0.7871, -1.8022], [0.9968, -1.9465, 0.0450], [-0.1902, 0.1936, 0.4768], [-1.7490, -2.7530, -2.3049], [-2.2987, -1.6206, -0.4425], [0.1604, -1.0619, -3.3889], [0.1217, -3.2271, 0.6310], [0.6641, 0.7916, -1.2009], [-0.9311, 1.2028, -1.2767], [0.9557, -0.9016, 1.8607], [2.0035, -0.2697, 0.4423], [-0.1471, 1.0535, 0.9156], [-1.7973, -0.9370, 0.1129]], "forces_ev_per_a": [[-0.66, 0.74, 1.31], [3.05, -1.22, -0.19], [0.81, -0.11, 3.09], [-0.91, -2.14, -0.42], [0.15, 0.17, -1.75], [-1.10, -3.16, -1.89], [-0.07, -0.07, 0.03], [1.58, 1.03, -0.14], [0.37, 1.10, 0.99], [-0.28, 0.24, 0.59], [0.86, 0.51, -1.01], [-1.95, 1.50, -0.03], [0.22, 0.57, -1.67], [-1.49, 0.03, 0.18], [0.31, 1.82, 1.40], [-0.90, -1.02, -0.51]]}